(1)
The following is a quantum chemistry calculation of a structure of composition C25H28N8O2Pt, from OMol25.

Structure (XYZ):
```
64
C25H28N8O2Pt (ωB97M-V/def2-TZVPD)
Pt 0.052 -1.850 0.548
C 4.591 0.907 0.663
N 3.668 -0.192 0.457
C 2.655 -0.598 1.211
N 2.059 -1.633 0.627
C 2.745 -1.770 -0.548
N 3.726 -0.921 -0.689
C 3.963 2.276 0.533
C 4.603 3.345 1.149
C 4.127 4.638 0.997
C 2.988 4.867 0.244
C 2.323 3.795 -0.343
C 2.808 2.497 -0.207
C 1.099 4.085 -1.098
N 0.813 5.167 -1.732
N -0.477 4.998 -2.228
C -0.856 3.826 -1.856
O 0.094 3.177 -1.139
C -2.169 3.207 -2.059
C -2.971 3.666 -3.103
C -4.237 3.140 -3.275
C -4.714 2.173 -2.399
C -3.925 1.727 -1.351
C -4.444 0.699 -0.374
N -3.595 -0.477 -0.350
C -2.665 -0.778 0.546
N -1.960 -1.814 0.102
C -2.494 -2.067 -1.124
N -3.484 -1.279 -1.449
C -2.636 2.232 -1.188
H 5.367 0.762 -0.088
H 5.054 0.809 1.646
H 2.405 -0.178 2.170
H 2.514 -2.526 -1.277
H 5.492 3.166 1.745
H 4.636 5.464 1.474
H 2.592 5.865 0.118
H 2.275 1.669 -0.661
H -2.589 4.433 -3.764
H -4.858 3.482 -4.093
H -5.706 1.759 -2.537
H -5.460 0.395 -0.620
H -4.436 1.105 0.638
H -2.529 -0.280 1.485
H -2.132 -2.840 -1.781
H -1.996 1.858 -0.389
C -0.106 0.140 0.417
H 0.597 0.618 1.111
H 0.061 0.479 -0.615
C 2.126 -4.713 2.054
C 0.638 -4.967 2.090
O 0.011 -4.342 0.972
C -1.217 -4.964 0.609
C -2.294 -4.818 1.668
H 2.598 -5.170 2.925
H 2.331 -3.645 2.063
H 2.568 -5.140 1.153
H 0.203 -4.583 3.018
H 0.433 -6.043 2.044
H -1.023 -6.022 0.392
H -1.525 -4.485 -0.317
H -2.104 -5.453 2.534
H -3.264 -5.097 1.253
H -2.347 -3.780 1.997
```

orbital gap = 5.7 eV
DFT total energy = -45638.021 eV
relative energy (zero: lowest compared OMol25 entry of this formula, charge and spin) = 18.79 kcal per mole

(2)
The following is a quantum chemistry calculation of a cluster of 5 separate species, C15H32NO15S in total, from OMol25.

Structure (XYZ):
```
64
C15H32NO15S (ωB97M-V/def2-TZVPD)
C 6.314 -2.186 0.865
O 5.361 -1.194 1.258
C 4.798 -0.508 0.115
N 3.551 -1.178 -0.320
S 2.264 -0.712 0.669
C 0.769 -1.780 0.403
O 1.847 0.720 0.296
O 2.550 -0.737 2.164
H 7.253 -1.668 0.478
H 5.911 -2.965 0.155
H 6.634 -2.719 1.820
H 5.528 -0.363 -0.732
H 4.507 0.532 0.490
H -0.004 -1.145 -0.118
H 0.345 -2.053 1.414
H 1.002 -2.744 -0.130
C 2.006 0.247 -3.338
O 2.333 -1.018 -3.918
C 1.498 -1.410 -4.887
O 0.534 -0.802 -5.291
O 1.919 -2.605 -5.341
C 1.114 -3.145 -6.384
H 2.745 0.461 -2.566
H 2.048 1.037 -4.091
H 1.021 0.214 -2.870
H 1.120 -2.487 -7.256
H 0.093 -3.311 -6.036
H 1.547 -4.104 -6.668
C -2.628 3.726 3.358
O -1.772 2.975 4.214
C -0.891 2.195 3.558
O -0.789 2.100 2.358
O -0.152 1.546 4.464
C 0.833 0.672 3.892
H -3.292 4.314 3.992
H -2.047 4.408 2.734
H -3.235 3.062 2.739
H 1.546 1.233 3.288
H 0.357 -0.106 3.295
H 1.370 0.199 4.713
C -0.530 3.344 -0.787
O -0.905 4.062 -1.968
C -1.950 3.539 -2.621
O -2.572 2.555 -2.300
O -2.191 4.304 -3.702
C -3.286 3.856 -4.495
H 0.324 3.857 -0.345
H -1.345 3.339 -0.062
H -0.229 2.325 -1.033
H -4.213 3.872 -3.918
H -3.095 2.855 -4.886
H -3.386 4.545 -5.334
C -2.444 -0.918 2.048
O -2.430 -2.250 2.567
C -3.545 -2.597 3.222
O -4.516 -1.898 3.397
O -3.398 -3.861 3.653
C -4.520 -4.363 4.374
H -1.496 -0.749 1.540
H -3.251 -0.796 1.322
H -2.539 -0.191 2.856
H -5.410 -4.377 3.741
H -4.697 -3.771 5.273
H -4.287 -5.386 4.670
```

orbital gap = 6.6 eV
DFT total energy = -59111.127 eV
total charge = -1

(3)
The following is a quantum chemistry calculation of the molecule C5H10O, from OMol25.

Structure (XYZ):
```
16
C5H10O (ωB97M-V/def2-TZVPD)
C 0.203 0.882 1.638
C 0.474 -0.511 1.111
C -0.588 -1.260 0.349
C 0.615 -0.755 -0.363
C -0.963 0.368 -2.236
O 0.480 0.349 -1.259
H 1.108 1.503 1.624
H -0.585 1.391 1.068
H -0.145 0.835 2.674
H 1.146 -1.101 1.731
H -0.687 -2.333 0.481
H -1.505 -0.734 0.094
H 1.370 -1.439 -0.734
H -0.412 0.153 -3.174
H -1.015 1.479 -2.252
H 0.505 1.172 -0.751
```

orbital gap = 8.2 eV
DFT total energy = -7389.494 eV
relative energy (zero: lowest compared OMol25 entry of this formula, charge and spin) = 121.57 kcal per mole

| no. | LUMO level (eV) |
| --- | --- |
| 1 | 0.435 |
| 2 | 2.471 |
| 3 | 0.693 |